# 1
The ion C6H8N3O3S with charge -1 at a distorted geometry, computed with ωB97M-V/def2-TZVPD.

Values from the calculation:
Largest force on an atom   0.104 hartree/bohr
Charge   -1
E_LUMO   0.103 Ha
Molecular weight   202.22 g/mol
Frontier orbital gap   6.6208 eV
Highest occupied orbital energy   -3.8 eV
Calculated total energy   -27794.79375 eV

XYZ file:
```
21
Properties=species:S:1:pos:R:3:forces:R:3:mulliken_charge:R:1
C 0.641 -2.377 0.425 -1.11 0.91 0.03 -0.091
C -1.534 0.087 0.538 -2.84 -2.50 -2.11 0.210
C -2.752 0.935 -0.150 4.15 -0.19 1.97 0.429
C -0.255 -0.841 -1.412 0.72 0.56 1.54 -0.673
C -1.278 -1.256 -0.243 0.72 0.55 -2.25 0.023
C 2.042 1.975 0.365 -0.83 4.96 -1.84 -0.471
N -0.612 -2.250 0.512 0.58 -0.82 1.51 -0.521
N -0.779 0.466 1.405 0.21 3.12 2.33 -0.720
N 2.008 -0.337 0.706 -0.35 -0.16 -0.36 -0.333
O -3.756 1.094 0.486 -2.46 0.01 0.31 -0.671
O -2.182 1.468 -1.107 -0.68 0.52 -1.95 -0.659
O 2.742 0.812 0.416 0.61 -2.23 0.09 -0.313
S 1.401 -1.341 -0.792 0.69 1.50 0.41 0.007
H 1.317 -2.761 1.176 -0.17 -0.69 -0.11 0.457
H -0.447 -1.436 -2.230 -0.27 -1.62 -1.97 0.523
H -0.094 0.164 -1.839 -0.82 -0.08 0.96 0.372
H -2.193 -1.739 -0.679 0.63 0.93 0.37 0.435
H 0.942 1.970 0.061 1.31 -0.72 0.70 0.195
H 2.557 2.556 -0.540 -0.99 -0.76 1.74 0.222
H 2.136 2.741 1.269 -0.05 -2.01 -1.33 0.196
H 0.096 0.068 1.633 0.93 -1.30 -0.04 0.384
```
Positions in Å, forces in eV/Å.



# 2
A cluster of 2 separate species, C6H8N4 in total at a distorted geometry, computed with ωB97M-V/def2-TZVPD.

Values from the calculation:
Largest force on an atom   0.082 hartree/bohr
Charge   0
Structure (SMILES)   c1c[nH]cn1.c1c[nH]cn1
E_LUMO   0.015 Ha
Molecular weight   136.16 g/mol
Frontier orbital gap   8.6166 eV
Highest occupied orbital energy   -8.2 eV
Calculated total energy   -12311.04891 eV

XYZ file:
```
18
Properties=species:S:1:pos:R:3:forces:R:3:mulliken_charge:R:1
C -0.935 -1.853 1.329 0.78 0.88 1.46 -0.212
C -1.400 -2.872 0.613 -2.95 -1.71 -0.48 -0.502
N -1.062 -2.621 -0.721 0.46 -1.62 0.93 -0.059
C -0.159 -1.669 -0.617 0.96 2.73 -1.06 -0.168
N -0.105 -1.080 0.574 0.26 -1.19 -1.54 -0.476
H -1.101 -1.575 2.369 0.00 -0.50 -0.34 0.390
H -2.067 -3.661 0.959 0.17 0.29 -0.53 0.362
H -1.225 -3.085 -1.618 -0.10 -0.24 1.09 0.229
H 0.384 -1.417 -1.528 0.00 0.43 0.52 0.316
C 1.366 2.921 -1.051 -0.68 -0.19 1.48 -0.483
C 1.078 1.570 -0.864 0.17 1.32 -2.48 0.101
N 0.524 1.497 0.342 -0.38 -3.53 0.73 0.151
C 0.643 2.619 0.962 -1.28 3.89 0.89 -0.146
N 1.035 3.591 0.160 1.41 -0.55 -1.53 -0.608
H 1.670 3.437 -1.961 0.12 -0.16 0.56 0.347
H 1.094 0.714 -1.539 0.08 0.48 0.27 0.086
H 0.057 0.643 0.656 0.69 0.03 0.22 0.346
H 0.202 2.843 1.934 0.31 -0.37 -0.19 0.327
```
Positions in Å, forces in eV/Å.



- Among the records above, which one has the lowest highest occupied orbital energy?
  C6H8N4